1.
A gas-phase ion, C5H11N3 (charge +2) at a distorted geometry, computed with the ωB97M-V functional and the def2-TZVPD basis.

The value obtained for the electronic energy is -360.4801 Eh. The HOMO energy (alpha / beta) comes out at -17.58 / -20.09 eV. As for the net charge: +2. Its expectation value of S² is 2.031. The spin multiplicity is 3. The energy relative to the best compared isomer or geometry (same formula, charge and spin) is 121.3 kJ/mol. The calculation puts the frontier orbital gap (alpha / beta) at 0.2868 / 0.3105 Eh.

```
19
Properties=species:S:1:pos:R:3:mulliken_charge:R:1
C -0.28366 0.60312 -0.18446 0.429
C -0.42915 -1.55659 -0.80792 -0.098
C 2.43704 0.43439 -0.20041 -0.454
C 1.64004 -0.83039 0.20163 -0.474
C -2.56639 0.49455 0.38534 -0.622
N 1.59359 1.49080 0.30900 -0.203
N 0.18896 -0.64069 -0.22588 0.102
N -1.40489 1.13683 -0.01255 -0.078
H 0.13609 -2.43281 -1.09818 0.270
H -1.50389 -1.55189 -1.02864 0.282
H 3.39640 0.51992 0.29222 0.375
H 2.53877 0.55839 -1.31333 0.350
H 2.10233 -1.67197 -0.23499 0.412
H 1.60902 -0.76921 1.31653 0.325
H -2.48773 0.30763 1.48962 0.341
H -2.49607 -0.51519 -0.09141 0.086
H -3.39351 1.03090 0.07343 0.364
H 1.58379 2.38238 -0.01722 0.255
H -1.56260 2.15365 -0.08960 0.339
```


2.
A molecular structure, C11H21AsN2O5P2PtS6 at a distorted geometry, computed with the ωB97M-V functional and the def2-TZVPD basis.

The value obtained for the electronic energy is -6344.5538 Eh. The HOMO energy (alpha / beta) comes out at -0.98 / -2.40 eV. As for the net charge: -2. Its expectation value of S² is 6.028. The spin multiplicity is 5. The energy relative to the best compared isomer or geometry (same formula, charge and spin) is 40.8 kJ/mol. The calculation puts the frontier orbital gap (alpha / beta) at 0.1960 / 0.2091 Eh.

```
49
Properties=species:S:1:pos:R:3:mulliken_charge:R:1
Pt -0.32769 0.79022 -0.32925 0.837
C 2.98925 1.19659 -2.73834 -1.532
P 2.05830 0.81787 -1.19306 0.966
C 3.18980 1.44319 0.09178 -1.331
C 2.54890 -1.00066 -1.18008 -1.246
C 1.58610 -1.88508 -0.40703 -0.950
P -0.16434 -1.56232 -0.88787 1.227
C -0.87228 -3.25829 -0.74767 -1.467
C -0.03435 -1.56173 -2.73933 -1.248
H 3.91540 0.61755 -2.74685 0.437
H 3.19623 2.26197 -2.77906 0.473
H 2.38170 0.92393 -3.60348 0.281
H 4.19560 1.04318 -0.06605 0.421
H 2.81170 1.16584 1.07544 0.288
H 3.20153 2.52995 0.03420 0.290
H 3.56040 -1.08791 -0.76956 0.647
H 2.59747 -1.32881 -2.22225 0.410
H 1.64265 -1.66934 0.66068 0.176
H 1.80755 -2.94730 -0.56447 0.631
H -0.34667 -3.89850 -1.45918 0.400
H -1.93452 -3.24332 -0.99310 0.303
H -0.74285 -3.62144 0.26839 0.378
H 0.58937 -2.38392 -3.10364 0.393
H 0.35852 -0.60628 -3.08613 0.192
H -1.03948 -1.67901 -3.15100 0.334
S -5.80162 1.69744 -0.76143 -0.483
As -3.72889 1.38082 -1.09874 0.255
S -2.66138 1.24804 0.75352 -0.278
S -3.49042 -0.93437 -1.63856 0.052
S -4.58140 -1.48646 -3.15946 -0.306
C -2.68801 -1.33057 3.45047 -1.123
N -1.53370 -0.46568 3.29961 0.214
C -1.54630 0.77377 3.88097 -0.115
C -0.53589 1.63058 3.71371 -0.775
C 0.58493 1.23676 2.86014 0.418
O 1.63289 1.87632 2.85382 -0.739
N 0.40037 0.13384 2.04049 -0.221
C -0.56269 -0.76751 2.33024 0.222
O -0.64210 -1.87693 1.77180 -0.767
H -2.86324 -1.53769 4.50912 0.353
H -2.47841 -2.25168 2.91765 0.325
H -3.57332 -0.86555 3.00879 0.313
H -2.42194 0.99779 4.47799 0.350
H -0.52617 2.61208 4.16244 0.369
O 1.45585 3.36248 -1.61455 -0.654
S 0.03088 3.49633 -1.26329 0.895
O -0.46820 4.81871 -1.57980 -0.673
O -0.21554 3.09374 0.13964 -0.518
S -0.95397 2.10139 -2.41762 -0.421
```


3.
2 unconnected molecules or ions with the total composition C4H12NO at a distorted geometry, computed with the ωB97M-V functional and the def2-TZVPD basis.

The value obtained for the electronic energy is -289.3167 Eh. The HOMO energy comes out at -15.18 eV. As for the net charge: +1. The energy relative to the best compared isomer or geometry (same formula, charge and spin) is 152.7 kJ/mol. The calculation puts the frontier orbital gap at 0.3738 Eh.

```
18
Properties=species:S:1:pos:R:3:mulliken_charge:R:1
C 2.55474 0.24384 -0.58616 -1.351
C 1.26848 0.85528 -0.09941 -0.321
C 0.39621 -0.21966 0.53865 -0.509
C -1.70796 1.14130 0.57983 -0.168
N -0.83592 0.41901 1.14928 0.009
H 3.04025 0.94863 -1.26604 0.359
H 2.39217 -0.59664 -1.25538 0.365
H 3.25398 -0.04045 0.19545 0.366
H 0.67128 1.25072 -0.92376 0.312
H 1.37397 1.72165 0.55589 0.392
H 0.77196 -0.78585 1.38657 0.369
H -0.00504 -0.87304 -0.23785 0.295
H -1.53167 1.49618 -0.41489 0.276
H -2.40673 1.72945 1.16349 0.299
H -1.14733 0.04155 2.04249 0.295
H -2.42486 -2.86471 -0.37244 0.320
H -3.15308 -2.40192 -1.54632 0.319
O -2.51045 -2.06534 -0.90941 -0.628
```


4.
A molecular structure, C39H53As2FeGeN2O6SSe at a distorted geometry, computed with the ωB97M-V functional and the def2-TZVPD basis.

The value obtained for the electronic energy is -12690.6698 Eh. The HOMO energy (alpha / beta) comes out at -7.53 / -7.53 eV. As for the net charge: 0. Its expectation value of S² is 0.890. The spin multiplicity is 2. The energy relative to the best compared isomer or geometry (same formula, charge and spin) is 159.3 kJ/mol. The calculation puts the frontier orbital gap (alpha / beta) at 0.2531 / 0.2720 Eh.

```
106
Properties=species:S:1:pos:R:3:mulliken_charge:R:1
Fe -0.02175 0.07969 -0.75720 1.290
C -0.42482 1.47854 5.46572 -1.285
As -0.69830 0.65937 3.70768 1.033
C -1.67585 -0.92067 4.31853 -1.258
C -2.25978 1.70259 3.13201 -0.001
C -3.31539 1.88756 4.02273 -0.543
C -4.45739 2.58374 3.66567 -0.927
C -4.55110 3.12225 2.39414 -0.827
C -3.50574 2.96025 1.49870 -0.342
C -2.35115 2.25455 1.84694 -0.351
As -0.93958 2.09174 0.48200 1.441
C -1.56941 3.41624 -0.79751 -1.473
C 0.50253 3.13275 1.24095 -1.035
H -1.29834 1.37864 6.10890 0.418
H -0.18156 2.53373 5.34724 0.363
H 0.41954 0.97737 5.93924 0.401
H -2.52562 -0.64259 4.94144 0.493
H -0.99246 -1.54917 4.88828 0.406
H -2.01893 -1.48243 3.45132 0.195
H -3.25158 1.46871 5.01998 0.221
H -5.26670 2.70304 4.37466 0.397
H -5.43274 3.67488 2.09550 0.417
H -3.60024 3.40788 0.52127 0.366
H -1.62628 4.39067 -0.31197 0.551
H -2.54080 3.15336 -1.20735 0.270
H -0.86010 3.45079 -1.61825 0.369
H 0.14317 4.14735 1.40717 0.608
H 1.32340 3.13216 0.52547 0.294
H 0.83235 2.68576 2.17238 0.078
C 5.08597 1.80081 -6.97246 -1.508
C 3.91304 1.73522 -6.03425 1.000
C 4.10290 1.79028 -4.65817 -1.002
C 3.03046 1.69204 -3.78421 -0.281
C 1.75342 1.54508 -4.29933 -0.672
C 1.53543 1.49150 -5.67072 -0.321
C 2.61652 1.58692 -6.52702 -0.894
S 0.36578 1.38627 -3.23260 1.725
O 0.87614 1.63117 -1.83993 -1.080
O -0.62135 2.36675 -3.63121 -0.816
N -0.20435 -0.05187 -3.27220 0.033
C 0.65312 -1.17273 -3.61316 -1.080
C 1.60700 -1.55366 -2.49032 0.489
O 2.62279 -2.18138 -2.69511 -0.736
O 1.22287 -1.18132 -1.29661 -0.733
H 5.86930 2.44886 -6.58042 0.383
H 4.78877 2.17213 -7.95260 0.371
H 5.51834 0.80759 -7.11063 0.289
H 5.10462 1.90343 -4.26170 0.369
H 3.17631 1.71376 -2.71308 0.500
H 0.52911 1.37831 -6.05411 0.509
H 2.45535 1.54728 -7.59766 0.354
H 1.24131 -1.01248 -4.51857 0.350
H 0.00659 -2.03508 -3.79723 0.445
C 7.06828 2.57900 3.88880 -1.597
C 6.52398 1.20873 3.57421 1.122
C 7.38256 0.11501 3.60562 -0.877
C 6.92119 -1.15507 3.30297 -0.971
C 5.59244 -1.35141 2.97521 -0.674
C 4.71249 -0.27312 2.97078 0.292
N 3.35238 -0.44171 2.64144 0.192
C 2.58726 -1.54777 2.90639 0.510
C 2.97611 -2.46782 3.89665 -0.684
C 2.25030 -3.61379 4.13563 -0.770
C 1.10224 -3.90690 3.40424 -1.057
C 0.67764 -2.99191 2.46756 -0.711
C 1.37537 -1.80501 2.22108 0.086
C 0.77395 -0.90055 1.23170 2.115
O -0.35784 -1.18329 0.70608 -0.326
O 1.31498 0.17173 0.81421 -0.528
C 5.17494 1.01884 3.25872 0.290
C 4.20398 2.16419 3.21193 -1.286
H 8.14004 2.52656 4.07381 0.380
H 6.59708 3.00670 4.77626 0.362
H 6.90593 3.27683 3.06540 0.357
H 8.42466 0.26605 3.85931 0.327
H 7.60269 -1.99606 3.30358 0.395
H 5.23911 -2.33508 2.69703 0.674
H 2.94950 0.20536 1.97759 0.067
H 3.86385 -2.26766 4.47927 0.673
H 2.59197 -4.29714 4.90353 0.407
H 0.55484 -4.82388 3.57121 0.423
H -0.21965 -3.17028 1.89100 0.474
H 3.33149 1.95842 3.83838 0.189
H 3.83440 2.32276 2.19685 0.228
H 4.65328 3.09669 3.54260 0.439
C -2.87548 -0.47458 -5.40256 -0.935
Ge -4.15313 0.06219 -4.03590 0.690
C -5.24877 1.54067 -4.68820 -1.275
C -5.29427 -1.43562 -3.50518 -1.264
C -3.21884 0.71825 -2.42700 -0.684
Se -2.23501 -0.66940 -1.48991 0.100
C -3.34507 -0.74436 0.10105 -0.763
H -3.36930 -1.07615 -6.16621 0.482
H -2.05745 -1.04317 -4.96402 0.069
H -2.45163 0.41570 -5.86850 0.284
H -5.74248 1.24727 -5.61582 0.401
H -4.63123 2.41551 -4.89324 0.370
H -6.01752 1.81728 -3.96606 0.365
H -5.64440 -1.98025 -4.38226 0.398
H -6.16593 -1.07889 -2.95451 0.338
H -4.74641 -2.13514 -2.87183 0.379
H -3.93562 1.12518 -1.71194 0.635
H -2.51210 1.49198 -2.72016 -0.123
H -4.32148 -1.13819 -0.17536 0.521
H -3.44830 0.24482 0.54037 0.169
H -2.85396 -1.41236 0.80344 0.065
```


5.
6 unconnected molecules or ions with the total composition CH12O7 at a distorted geometry, computed with the ωB97M-V functional and the def2-TZVPD basis.

The value obtained for the electronic energy is -571.9752 Eh. The HOMO energy comes out at -10.73 eV. As for the net charge: 0. The energy relative to the best compared isomer or geometry (same formula, charge and spin) is 51.0 kJ/mol. The calculation puts the frontier orbital gap at 0.3937 Eh.

```
20
Properties=species:S:1:pos:R:3:mulliken_charge:R:1
O 0.58946 -0.81151 -1.61730 -0.496
C 0.26047 -0.36455 -0.56539 0.146
O 0.01569 -1.09261 0.54443 -0.371
H 0.20093 0.69154 -0.26318 0.443
H -0.04275 -2.00842 0.29793 0.288
O -2.42920 2.19658 -1.49836 -0.647
H -2.29285 1.71142 -2.31536 0.316
H -2.77766 1.54778 -0.86064 0.390
O -3.32383 0.43709 0.43901 -0.689
H -3.02777 0.94053 1.20844 0.345
H -3.24606 -0.48092 0.71441 0.293
O 3.04848 -2.10551 -1.20055 -0.644
H 2.77206 -1.74094 -2.04524 0.308
H 3.55750 -1.41277 -0.76742 0.326
O -1.72902 0.98766 2.86374 -0.610
H -2.28487 0.49792 3.48350 0.313
H -0.88174 0.94754 3.31541 0.290
O 3.67989 0.45981 0.42805 -0.639
H 2.80073 0.84490 0.55881 0.300
H 3.64734 -0.17882 1.15200 0.340
```